Entry i
2 unconnected molecules or ions with the total composition C3H8N2O, computed with ωB97M-V with the def2-TZVPD basis set.

Geometry as ORCA input:
```
! wB97M-V def2-TZVPD RIJCOSX def2/J DEFGRID3
* xyz 0 1
H 0.84548 -0.69969 -2.52335
H 1.89333 0.70854 -2.38150
O -1.12995 0.64055 -1.48921
C 0.03333 0.92980 -1.34825
H -1.69718 -0.33804 0.28864
N 0.52192 0.20964 1.41220
C -0.45095 -0.47283 1.88809
C 1.16795 0.09484 -1.84749
N -1.55205 -0.80117 1.17527
H 1.20849 0.31018 2.15249
H 0.32606 1.87303 -0.86060
H 1.63828 -0.37791 -0.98744
H -2.36046 -1.19024 1.62152
H -0.44425 -0.88671 2.89964
*
```

Orbital gap = 0.377 Ha
HOMO = -9.25 eV
SMILES string = [H]/N=C/N.CC=O

***

Entry ii
A single C3H8N2O molecule, computed with ωB97M-V with the def2-TZVPD basis set.

Geometry as ORCA input:
```
! wB97M-V def2-TZVPD RIJCOSX def2/J DEFGRID3
* xyz 0 1
C -0.37890 0.94125 -0.37717
N -1.62261 0.57542 -0.91213
H 0.72063 -1.35925 1.60687
H -0.01417 1.91890 -0.79951
H -2.07845 -0.17266 -0.40602
H -0.37797 -1.69464 0.20894
H -2.21078 1.18249 -1.41130
C 0.39159 0.21525 0.51529
N 1.67806 -0.34137 -0.41166
H 1.34300 -0.60076 -1.43426
H 1.04457 0.70522 1.29369
H -1.04847 -0.68409 1.64483
C -0.15045 -1.07434 1.07928
O 2.70395 0.38857 -0.59686
*
```

Orbital gap (spin up / spin down) = 0.280 / 0.320 Ha
HOMO (spin up / spin down) = -6.90 / -7.98 eV

***

Short version: entry i, entry ii, most stable first.

***

Entry i
2 unconnected molecules or ions with the total composition C12H16N2, computed with ωB97M-V with the def2-TZVPD basis set.

Geometry as ORCA input:
```
! wB97M-V def2-TZVPD RIJCOSX def2/J DEFGRID3
* xyz 0 1
C -3.59781 1.26664 -0.18646
H -2.37209 -1.19698 -1.95289
C -4.52865 -2.34448 -0.27698
C 2.08461 -2.16005 -0.22513
H 0.59792 -0.52570 -0.73455
H -3.85697 -3.16225 -0.32561
H 1.29547 -2.96376 -0.33118
H -5.11411 -2.68282 -1.17060
C -3.88078 -0.91270 -0.42649
C 3.67871 2.59003 0.98937
H -3.72176 2.31773 0.20629
H 1.78525 1.40163 -1.54305
C 3.48009 1.62878 1.96476
N -2.70430 0.85818 -1.13440
H 2.65872 -1.99186 -1.13318
H 3.94251 1.75230 2.95971
H -2.38372 1.56220 -1.83998
H 3.45531 3.22391 -1.06415
H 0.51371 -0.99864 1.09138
C 1.22014 -0.80121 0.17036
C -2.88757 -0.52712 -1.35697
N -4.32467 0.18814 0.34214
H 2.82769 -2.26728 0.52962
C 2.63511 0.56144 1.66258
H 2.44374 -0.19302 2.36870
C 2.08436 0.38594 0.43320
H -5.05595 -2.27927 0.66676
C 2.29320 1.36400 -0.57721
C 3.13782 2.43015 -0.29913
H 4.29400 3.47607 1.19304
*
```

Orbital gap = 0.337 Ha
HOMO = -8.53 eV
SMILES string = Cc1c[nH]cn1.CCc1ccccc1

***

Entry ii
2 unconnected molecules or ions with the total composition C12H16N2, computed with ωB97M-V with the def2-TZVPD basis set.

Geometry as ORCA input:
```
! wB97M-V def2-TZVPD RIJCOSX def2/J DEFGRID3
* xyz 0 1
N -3.40101 -0.01849 -0.17630
C 3.08979 0.44278 1.57816
C -1.55120 -1.57070 -0.84403
H -1.49470 0.91375 -2.69287
H -0.75397 -1.64097 -1.58041
H -2.91723 -2.63290 -2.20832
H 4.36944 1.38305 0.18021
H -1.29473 -1.80458 0.17895
C 0.98003 0.99663 -0.12822
C -2.34912 -0.32929 -1.02794
C 3.34676 1.07465 0.35987
C 1.82434 -0.08300 1.83152
C -3.81619 1.16343 -0.52052
C -2.16658 0.70692 -1.88183
C 2.26254 1.43640 -0.42877
H 0.18112 1.35843 -0.75259
C 0.77753 0.15753 0.95619
N -3.16486 1.63598 -1.61045
H -3.05218 2.56544 -1.98612
C 4.19278 0.28685 2.60059
H 4.13368 -0.70036 3.07433
H -1.94223 -3.67246 -1.17493
H -4.64626 1.62732 -0.00980
H 4.02593 1.01942 3.39550
H -3.31075 -2.81015 -0.46495
C -2.52135 -2.74927 -1.19760
H 5.16539 0.38278 2.12597
H 2.45989 1.95361 -1.36257
H -0.17022 -0.33327 1.09418
H 1.74335 -0.75956 2.67277
*
```

Orbital gap = 0.348 Ha
HOMO = -8.67 eV
SMILES string = CCc1c[nH]cn1.Cc1ccccc1

***

Short version: entry ii, entry i, most stable first.

***

Entry i
2 unconnected molecules or ions with the total composition C10H16, computed with ωB97M-V with the def2-TZVPD basis set.

Geometry as ORCA input:
```
! wB97M-V def2-TZVPD RIJCOSX def2/J DEFGRID3
* xyz 0 1
C -1.23050 -1.93626 -0.05750
C -0.78320 0.54468 0.07740
H -0.80339 2.91260 -2.35502
C 3.71292 0.77121 1.93619
C -1.38381 -0.38335 -2.02708
H -2.73180 -1.20237 1.35032
H -1.66800 -1.20745 -2.67840
H -2.43611 -2.91699 1.50620
C -0.72593 1.80387 -0.47957
H 2.13636 1.44343 0.58357
C 2.50231 0.52001 1.03045
H -0.32038 -2.19435 0.48179
C -2.49832 -2.10197 0.78616
C -1.12553 -0.57303 -0.68688
H 3.55607 1.63794 2.58041
H -0.64848 0.45090 1.15045
C -0.94735 1.97330 -1.84029
H -0.46532 2.65542 0.13833
H -1.27090 1.03404 -3.69692
H 4.56446 1.01808 1.29320
H 4.00105 -0.12095 2.48443
C -1.26499 0.87513 -2.62387
H -1.27339 -2.65583 -0.87372
H -3.32698 -2.27348 0.09366
H 1.68904 0.08908 1.61223
H 2.74220 -0.16364 0.21447
*
```

Orbital gap = 0.370 Ha
HOMO = -9.07 eV
SMILES string = CCc1ccccc1.CC

***

Entry ii
2 unconnected molecules or ions with the total composition C10H16, computed with ωB97M-V with the def2-TZVPD basis set.

Geometry as ORCA input:
```
! wB97M-V def2-TZVPD RIJCOSX def2/J DEFGRID3
* xyz 0 1
H -0.25596 2.51294 -1.23722
C 3.21762 -0.07411 1.71199
H 2.83672 -1.55744 3.09297
C -0.32746 0.32953 -1.47747
H -2.87723 -1.48093 -0.18400
H -0.92115 -1.82740 -1.42645
H 1.73729 0.76480 -1.95487
C 2.38037 -1.34596 2.10882
H 2.64785 -2.20928 1.50721
H 2.88586 0.06040 0.67598
H 0.59410 -0.03978 2.29895
H 0.66422 0.80768 -3.22516
C 0.91395 0.17529 -2.36964
H -3.58731 0.74997 0.61965
C -0.79777 1.59060 -1.08100
C -2.01791 1.74011 -0.47414
H 1.12794 -0.87104 -2.51176
C -2.72124 0.61109 -0.01007
C 0.90357 -1.08490 2.15491
C -1.04499 -0.81131 -1.08342
H 0.43824 -1.54520 3.02550
C -2.28454 -0.60841 -0.44631
H 0.48243 -1.54123 1.25695
H -2.34949 2.66846 -0.01019
H 4.29874 -0.09381 1.81494
H 2.84793 0.75574 2.30838
*
```

Orbital gap = 0.365 Ha
HOMO = -8.93 eV
SMILES string = Cc1ccccc1.CCC

***

Entry iii
2 unconnected molecules or ions with the total composition C10H16, computed with ωB97M-V with the def2-TZVPD basis set.

Geometry as ORCA input:
```
! wB97M-V def2-TZVPD RIJCOSX def2/J DEFGRID3
* xyz 0 1
H -1.59958 -2.89347 -1.17024
C 0.76570 3.18061 1.42226
C -0.60044 1.15923 1.84876
C -1.40462 -1.39236 -2.74227
C -0.40602 -0.26571 -2.68538
C 0.64179 1.67650 1.54327
H 1.01985 3.56304 0.44243
H 0.62527 -0.33616 -3.04039
H 2.77380 1.21826 1.19347
H -0.37198 0.11680 -1.66230
H 0.23787 -2.10256 2.10813
H -2.33061 -1.07418 -2.25019
H -1.61065 -2.03336 -3.59085
C 1.65312 -0.50204 1.63017
H -0.27276 -3.21754 -2.34034
C -0.78523 -2.46045 -1.76876
H -0.71037 0.68049 -3.21813
H -0.08564 -2.09368 -0.99489
C -0.64238 -0.20801 2.11737
H -1.39466 1.86778 2.04624
H 2.51293 -1.10837 1.36481
C 1.78227 0.85625 1.46019
H -0.15130 3.67676 1.72945
C 0.45677 -1.03913 2.08078
H 1.46843 3.47066 2.20389
H -1.57157 -0.73936 2.27251
*
```

Orbital gap = 0.371 Ha
HOMO = -9.12 eV
SMILES string = Cc1ccccc1.CCC

***

Entry iv
2 unconnected molecules or ions with the total composition C10H16, computed with ωB97M-V with the def2-TZVPD basis set.

Geometry as ORCA input:
```
! wB97M-V def2-TZVPD RIJCOSX def2/J DEFGRID3
* xyz 0 1
H -1.83275 0.65840 3.72683
C 0.62590 -0.07969 -0.94983
H 2.01610 1.50448 -0.66572
C -1.60407 0.10445 2.82277
H -2.77853 0.33187 -1.11829
C -0.03203 2.22816 -0.73250
H 0.28773 3.24449 -0.55422
H 0.51781 0.14344 3.47461
H 2.53047 -2.74731 -2.12132
C 1.77950 -1.96293 -2.16749
C -0.09671 0.02904 2.58427
C -1.72142 0.55735 -1.08680
C 1.58879 -1.20600 -0.84274
H -2.06684 -0.88355 2.74475
C -1.34077 1.91189 -0.98466
H 0.82070 -2.29352 -2.56851
H 2.13914 -1.25624 -2.92752
C -0.73784 -0.38463 -1.10965
H 0.23779 0.83880 1.93508
H 2.58084 -0.89988 -0.50903
C 0.97490 1.24267 -0.73921
H -2.14996 0.54076 1.97536
H 1.26031 -1.95436 -0.11405
H -2.10224 2.67915 -1.02761
H 0.11921 -0.91082 2.07868
H -1.01603 -1.43600 -1.12321
*
```

Orbital gap = 0.367 Ha
HOMO = -9.02 eV
SMILES string = CCc1ccccc1.CC

***

Short version: entry i, entry iv, entry ii, entry iii, most stable first.

***

Entry i
2 unconnected molecules or ions with the total composition C10H16, computed with ωB97M-V with the def2-TZVPD basis set.

Geometry as ORCA input:
```
! wB97M-V def2-TZVPD RIJCOSX def2/J DEFGRID3
* xyz 0 1
C 3.40810 1.69519 1.62902
C -1.53879 -1.75401 0.42881
H 0.58674 -0.72759 -1.67526
C -1.36969 -0.74401 -0.57240
H -2.19420 -0.77886 -3.07250
H -0.64220 0.36117 -3.42478
H 3.94408 0.06982 0.45871
C -2.13954 0.95833 0.97808
H -2.31111 -2.02078 2.32579
H 2.55778 2.21813 2.03737
C 3.04090 0.64102 0.59539
H 4.02351 2.52101 1.14420
C -1.54207 0.57212 -0.24524
H -1.36069 1.43265 -0.87986
H 4.20843 1.45564 2.37820
C -2.31996 0.01441 2.03009
H -0.48390 -1.17378 -4.02797
H -2.45346 1.95753 1.26925
H -0.40122 -2.23831 -1.89451
H 2.69395 1.02741 -0.32252
H -1.39975 -2.78019 0.11810
H -2.86561 0.35953 2.88187
C -1.12272 -0.60923 -3.16531
H 2.18606 0.01679 1.06571
C -0.53205 -1.14987 -1.81126
C -1.97259 -1.32413 1.75101
*
```

Orbital gap = 0.362 Ha
HOMO = -8.98 eV
SMILES string = CCc1ccccc1.CC

***

Entry ii
2 unconnected molecules or ions with the total composition C10H16, computed with ωB97M-V with the def2-TZVPD basis set.

Geometry as ORCA input:
```
! wB97M-V def2-TZVPD RIJCOSX def2/J DEFGRID3
* xyz 0 1
H -1.19527 -1.10356 2.67159
H -1.76787 -2.60764 -0.82506
C -0.83306 -2.08199 -0.56086
C -0.39483 -1.47056 0.60417
H -0.45277 3.10872 -1.27677
C 0.26995 2.48344 -0.71440
H -0.18615 -2.60923 -2.69595
H -0.86584 -2.65309 2.04549
H -1.35991 4.31127 0.55956
C 1.14047 -1.37265 -1.75902
H 2.61930 -0.24602 -0.56115
H -1.23487 1.54199 0.57520
C -0.66364 3.67928 1.20436
C -0.34943 2.24498 0.64336
H 1.14621 -0.17691 1.42328
H -2.35883 -1.87569 1.61835
H 0.37286 1.82654 1.42278
H 1.11432 3.26546 -0.89488
H -1.06766 3.56926 2.16067
C -0.01022 -2.10850 -1.76416
H 0.37491 1.59675 -1.26605
H 0.31304 4.12906 1.06064
C 1.64943 -0.71582 -0.61181
C -1.24557 -1.67239 1.79241
H 1.81771 -1.41580 -2.65487
C 0.89203 -0.76265 0.60547
*
```

Orbital gap = 0.363 Ha
HOMO = -8.91 eV
SMILES string = Cc1ccccc1.CCC

***

Short version: entry ii, entry i, most stable first.